P:
ORCA calculation (ωB97M-V with the def2-TZVPD basis set) on C4H10N2O in the gas phase.

XYZ file:
```
17
C4H10N2O, DFT ωB97M-V with the def2-TZVPD basis set
C -1.38282 -0.92020 -0.77485
C -0.63554 0.35415 -0.01709
C 0.51270 1.17606 -0.47189
C 1.99522 0.89007 0.17400
N 2.03912 0.78932 1.52108
O 2.88630 0.63215 -0.58780
N -1.71336 -2.06799 -0.07872
H -2.31393 -0.46556 -1.14232
H -0.77662 -0.99958 -1.70589
H -0.46284 -0.06307 0.95471
H -1.54231 0.89696 0.05778
H 0.44306 2.31796 -0.24395
H 0.71070 1.20307 -1.51756
H 2.76118 0.62868 2.13170
H 1.15821 1.05306 1.98609
H -2.58336 -2.58717 -0.39328
H -1.09570 -2.83793 0.10799
```

Molecular weight, g mol⁻¹: 102.137
Kohn-Sham gap, eV: 9.80
HOMO, eV: -8.88
SMILES: NCCCC(N)=O

Results of the Löwdin charge analysis, in e, for atoms 1 through 6: -0.304, -0.183, -0.117, -0.524, 0.165, 0.048

***

Q:
ORCA calculation (ωB97M-V with the def2-TZVPD basis set) on C4H10N2O in the gas phase.

XYZ file:
```
17
C4H10N2O, DFT ωB97M-V with the def2-TZVPD basis set
C 0.43770 1.00597 1.76334
C -0.28894 0.54981 0.50353
C -1.54022 -0.25015 0.82343
N 0.63010 -0.19622 -0.35012
C 0.36718 -0.26804 -1.70444
N 1.10677 -1.23129 -2.36448
O -0.34201 0.54287 -2.27098
H -0.15572 1.77802 2.24741
H 0.61073 0.16405 2.43958
H 1.42705 1.37965 1.51205
H -0.58367 1.43525 -0.05212
H -1.48475 -0.90539 1.70094
H -1.92299 -0.87349 0.01574
H -2.32925 0.45404 1.10866
H 0.96403 -1.05463 0.05332
H 2.06104 -1.33546 -2.05849
H 1.04294 -1.19499 -3.36737
```

Molecular weight, g mol⁻¹: 102.137
Kohn-Sham gap, eV: 10.58
HOMO, eV: -9.68
SMILES: CC(C)NC(N)=O

Results of the Löwdin charge analysis, in e, for atoms 1 through 6: -0.063, -0.432, -0.061, 0.066, -0.615, 0.136

***

Stability ranking, top entry: Q; the second entry is 0.0798 hartree less favorable.

***

P:
ORCA calculation (ωB97M-V with the def2-TZVPD basis set) on 2 unconnected molecules or ions with the total composition C4H10N2O.

XYZ file:
```
17
C4H10N2O, DFT ωB97M-V with the def2-TZVPD basis set
C 0.53862 0.31634 -1.37208
C 0.48075 0.33932 -2.70450
C 2.01432 -1.34966 -0.82761
N 1.64582 -0.15312 -0.65633
H -0.19490 0.83866 -0.77730
H 1.34018 0.06307 -3.30241
H -0.34208 0.80834 -3.22225
H 2.89148 -1.72339 -0.30956
H 1.45908 -2.01973 -1.49134
N -1.67237 1.40585 2.19032
C -0.95941 0.17448 2.09956
O -1.32366 -0.57892 0.92959
H -1.43316 1.97987 1.39588
H -2.67808 1.27154 2.14165
H 0.11461 0.37396 2.05161
H -1.17251 -0.42780 2.98422
H -0.70869 -1.31883 0.87057
```

Molecular weight, g mol⁻¹: 102.137
Kohn-Sham gap, eV: 10.05
HOMO, eV: -9.25
SMILES: C=CN=C.NCO

Results of the Löwdin charge analysis, in e, for atoms 1 through 6: -0.270, 0.013, -0.049, -0.019, 0.083, 0.055

***

Q:
ORCA calculation (ωB97M-V with the def2-TZVPD basis set) on C4H10N2O in the gas phase.

XYZ file:
```
17
C4H10N2O, DFT ωB97M-V with the def2-TZVPD basis set
C 1.04492 0.00567 -0.45426
C -1.30891 -0.05106 -0.79066
C 0.85200 -0.56503 1.99860
N -0.02921 -0.71869 -1.02868
N 0.60566 0.45878 0.99111
C -1.58401 0.97083 -1.81284
O -2.38619 1.87331 -1.72297
H -0.04305 -1.66881 -0.67508
H 1.08810 1.31714 1.23302
H 1.14090 0.95498 -0.98333
H 1.96116 -0.59984 -0.44997
H -0.97180 0.46545 0.38746
H -2.12065 -0.77817 -0.73050
H -0.97532 0.84812 -2.73501
H 0.18877 -1.40751 1.79847
H 1.88363 -0.94175 1.98440
H 0.65398 -0.16343 2.99023
```

Molecular weight, g mol⁻¹: 102.137
Kohn-Sham gap, eV: 9.28
HOMO, eV: -8.45
SMILES: CNCNCC=O

Results of the Löwdin charge analysis, in e, for atoms 1 through 6: -0.214, -0.214, -0.134, -0.100, -0.162, -0.298

***

R:
ORCA calculation (ωB97M-V with the def2-TZVPD basis set) on a molecular structure, C4H10N2O.

XYZ file:
```
17
C4H10N2O, DFT ωB97M-V with the def2-TZVPD basis set
C -0.95495 0.57612 0.44849
N -0.98753 -0.39584 -0.77440
C -2.22707 -0.42474 -1.39489
O -3.28306 0.18762 -1.11984
C 0.33433 0.52848 1.21387
C 1.53686 1.26016 0.68590
N 1.53787 -1.83775 -0.63015
H -1.12935 1.50924 0.01409
H -1.83871 0.19026 1.06609
H 0.49752 -1.77629 -0.92052
H -2.21190 -1.26668 -2.08582
H 0.09042 0.60714 2.39384
H 1.27277 0.10003 0.36193
H 2.35532 1.60059 1.46060
H 1.44882 2.18958 -0.02878
H 1.63363 -2.10291 0.32690
H 1.92504 -0.94500 -1.01732
```

Molecular weight, g mol⁻¹: 102.137
Kohn-Sham gap, eV: 5.25
HOMO, eV: -8.01

Results of the Löwdin charge analysis, in e, for atoms 1 through 6: -0.233, -0.063, -0.467, -0.084, -0.078, -0.001

***

S:
ORCA calculation (ωB97M-V with the def2-TZVPD basis set) on 2 unconnected molecules or ions with the total composition C4H10N2O.

XYZ file:
```
17
C4H10N2O, DFT ωB97M-V with the def2-TZVPD basis set
C 1.94039 0.90715 -1.76761
N 1.18881 1.38010 -0.72651
O 2.16534 -0.26346 -1.96423
H 2.35906 1.71928 -2.38418
H 0.52529 0.72235 -0.32223
H 0.89288 2.33030 -0.78981
C -0.08831 -1.40473 1.88932
C -1.37696 -1.32490 1.09861
C -2.31017 0.77996 0.75094
N -1.45478 -0.06144 0.36530
H 0.00730 -2.35945 2.40030
H 0.76357 -1.24522 1.22945
H -0.07603 -0.61076 2.63810
H -2.26917 -1.42192 1.73338
H -1.41647 -2.10255 0.33198
H -3.04370 0.53599 1.52521
H -2.34080 1.74617 0.25811
```

Molecular weight, g mol⁻¹: 102.137
Kohn-Sham gap, eV: 10.65
HOMO, eV: -9.73
SMILES: C=NCC.NC=O

Results of the Löwdin charge analysis, in e, for atoms 1 through 6: -0.426, 0.113, 0.006, 0.119, 0.051, 0.076

***

Stability ranking, top entry: S; the second entry is 0.0500 hartree less favorable.

***

P:
ORCA calculation (ωB97M-V with the def2-TZVPD basis set) on C4H10N2O in the gas phase.

XYZ file:
```
17
C4H10N2O, DFT ωB97M-V with the def2-TZVPD basis set
C -2.39448 0.75665 -0.80732
N -1.42339 0.15383 0.09434
C -0.12505 0.11068 -0.35897
O 0.12329 0.38402 -1.52981
N 0.92401 -0.24728 0.40561
C 2.20312 -0.16529 -0.88912
C 0.72273 -0.77133 1.80262
H -2.27359 1.84444 -0.90108
H -2.27258 0.32327 -1.80233
H -3.40174 0.53783 -0.44395
H -1.58141 0.29188 1.07816
H 2.63263 0.81822 -0.70295
H 2.09102 -0.25031 -2.01158
H 2.76554 -1.00890 -0.54511
H -0.09413 -1.52052 1.87871
H 1.62586 -1.26317 2.16910
H 0.47819 0.00598 2.56367
```

Molecular weight, g mol⁻¹: 102.137
Kohn-Sham gap, eV: 9.71
HOMO, eV: -8.90
SMILES: CNC(=O)N(C)C

Results of the Löwdin charge analysis, in e, for atoms 1 through 6: -0.093, 0.010, -0.637, -0.020, -0.031, 0.081

***

Q:
ORCA calculation (ωB97M-V with the def2-TZVPD basis set) on C4H10N2O in the gas phase.

XYZ file:
```
17
C4H10N2O, DFT ωB97M-V with the def2-TZVPD basis set
C -1.25753 -0.18124 1.19151
C -1.89993 0.32718 -1.21432
N 1.47298 -0.42488 0.26786
N 2.64896 -0.73692 -0.34486
C -0.82832 -0.03267 -0.23491
C 0.42697 -0.26335 -0.64084
O 1.55490 0.98246 1.02540
H 1.48939 0.83875 1.97723
H 2.99793 -0.02044 -0.98412
H 3.35460 -0.97837 0.34104
H 0.71234 -0.13050 -1.67934
H -1.36236 0.79887 1.65772
H -2.22401 -0.68280 1.24156
H -2.68617 -0.42924 -1.20798
H -1.50717 0.41705 -2.22417
H -2.35642 1.27682 -0.93304
H -0.53615 -0.76071 1.76128
```

Molecular weight, g mol⁻¹: 102.137
Kohn-Sham gap, eV: 9.39
HOMO, eV: -8.41
SMILES: CC(C)=CN(N)O

Results of the Löwdin charge analysis, in e, for atoms 1 through 6: -0.062, -0.067, -0.195, 0.036, -0.327, -0.122

***

Stability ranking, top entry: P; the second entry is 0.0321 hartree less favorable.